120
Properties=species:S:1:pos:R:3:forces:R:3 method="wB97M-V/def2-TZVPD" total_charge=0 smiles="FC(F)C(F)(F)COC(F)(F)C(F)F.FC(F)C(F)(F)COC(F)(F)C(F)F.FC(F)C(F)(F)COC(F)(F)C(F)F.FC(F)C(F)(F)COC(F)(F)C(F)F.FC(F)C(F)(F)COC(F)(F)C(F)F.O=C1OCCO1.O=C1OCCO1.O=C1OCCO1" spin_multiplicity=1 lumo_energy_ev=0.110 homo_ha=-0.4012
C 11.16834 16.01463 16.70896 0.9 1.2 -0.4
C 11.26924 15.12056 15.50476 0.8 -0.1 -0.4
O 10.20032 14.25594 15.71376 -1.6 -2.2 -0.2
C 9.28744 14.79518 16.54976 -2.7 -1.9 0.5
O 8.15892 14.36112 16.80181 3.2 0.9 -1.1
O 9.81943 15.84752 17.10962 0.0 1.7 1.1
H 11.37772 17.03903 16.40096 -0.4 0.2 0.3
H 11.85224 15.80742 17.53202 -0.2 -0.4 -0.1
H 12.21650 14.58498 15.44184 -0.1 -0.1 0.1
H 11.06120 15.56904 14.53332 0.3 0.7 0.1
C 19.67584 20.62936 16.10770 0.0 0.6 0.9
C 18.38652 19.92002 16.42112 0.1 0.9 0.1
O 18.83074 18.58610 16.41914 -1.0 -1.7 0.6
C 19.87546 18.44968 15.59106 -0.2 -1.8 -1.1
O 20.25670 17.41596 15.07366 -0.6 1.5 1.3
O 20.37166 19.64003 15.35334 1.1 1.5 -1.2
H 20.29492 20.83304 16.98140 -0.1 0.0 0.2
H 19.46892 21.58556 15.62708 0.5 -0.3 -0.7
H 17.65384 20.11854 15.63890 -0.1 -0.4 -0.2
H 17.93202 20.23384 17.36084 0.2 -0.4 0.1
C 16.92512 14.02692 14.09508 -0.7 -0.5 -1.6
C 17.40473 15.46890 14.22194 0.3 -2.0 -0.9
O 16.65498 15.81332 15.35936 -0.3 1.3 1.8
C 15.49864 15.11002 15.43094 -2.1 2.0 -0.7
O 14.47382 15.49054 16.01688 2.8 -1.4 -0.9
O 15.54930 14.12636 14.52734 -0.1 -0.3 1.1
H 17.43627 13.27440 14.69550 0.0 0.3 0.1
H 16.80986 13.67472 13.07000 0.5 0.0 0.0
H 17.14288 16.06448 13.34740 -0.4 0.2 0.1
H 18.49204 15.49418 14.29418 -0.2 0.4 0.8
C 12.06536 9.63080 18.65140 0.1 0.0 2.3
C 12.91000 8.31842 18.63742 -1.8 0.3 0.1
C 14.18286 8.26120 19.49838 1.3 3.3 -1.1
F 13.89320 8.40352 20.78164 -1.1 0.1 1.4
F 14.91682 7.19518 19.37910 0.4 -2.9 -0.7
F 12.13376 7.31262 19.12948 -0.5 -0.1 0.1
F 13.07518 8.04018 17.34406 1.3 -0.5 -0.9
O 12.91470 10.74888 18.53621 0.1 2.2 -0.5
C 12.31620 12.03820 18.69300 0.3 -3.5 -1.1
C 13.46782 13.02256 18.65168 2.2 0.5 -0.4
F 13.02064 14.21540 18.97136 -1.2 1.7 0.7
F 14.50672 12.76810 19.51574 -1.0 -0.6 0.0
F 11.41520 12.29504 17.68528 0.9 0.1 0.0
F 11.56474 12.05454 19.77448 0.1 0.5 1.2
H 11.66720 9.69307 19.66416 -0.4 -0.3 0.1
H 11.22654 9.67815 17.95696 0.3 -0.6 -0.4
H 14.88620 9.05576 19.24923 -0.5 0.7 -0.3
H 13.97070 13.15656 17.69394 -0.5 -0.8 -0.5
C 18.81304 11.27560 17.25406 1.5 1.0 -0.3
C 17.42676 11.00304 17.84286 2.2 0.2 -0.6
C 17.46840 11.17336 19.33538 -0.7 3.7 0.6
F 16.31206 10.94854 19.87986 -3.6 -1.1 0.7
F 18.27934 10.37775 19.97944 2.3 -1.4 -0.1
F 16.44650 11.65672 17.14608 0.6 0.1 1.1
F 17.25978 9.71386 17.65444 -0.9 -2.4 -0.7
O 19.18462 12.65282 17.46604 0.6 2.1 -1.1
C 20.18720 13.26382 16.59576 -2.0 -2.6 2.5
C 20.74063 14.55798 17.18912 -1.4 1.7 -0.4
F 21.03182 14.53236 18.47552 0.3 -1.1 1.4
F 21.84934 14.92222 16.54708 0.5 -0.2 -0.8
F 21.15244 12.37452 16.43348 1.0 -0.5 -0.4
F 19.59899 13.46458 15.43046 0.1 0.6 -1.0
H 18.79750 10.90670 16.22850 -0.1 0.5 -0.3
H 19.67452 10.80066 17.72348 -0.8 -1.1 0.4
H 17.63538 12.21398 19.61348 1.0 0.3 -0.4
H 19.98487 15.33788 17.09596 -0.2 0.1 -0.5
C 20.32750 13.71462 8.64260 0.9 -0.3 0.9
C 18.89250 13.55008 8.09014 0.6 1.8 -1.0
C 18.25008 14.94948 7.80896 0.0 0.3 3.2
F 19.10168 15.76138 7.21078 1.4 0.5 -1.6
F 17.07706 15.02524 7.18870 -0.4 -1.0 -0.7
F 18.98054 12.89630 6.92722 0.5 -0.7 -1.0
F 18.11807 12.83010 8.87274 -0.8 -0.4 1.1
O 20.47484 14.52670 9.84376 -0.4 -0.5 1.4
C 20.73535 13.83806 11.08778 -0.6 1.1 -2.3
C 21.20678 14.87366 12.18546 -0.6 -0.1 0.4
F 20.24586 15.74300 12.54664 -0.3 0.0 -0.6
F 21.56166 14.23316 13.32718 -0.1 -0.5 -0.5
F 19.67694 13.01788 11.36094 1.1 0.8 0.4
F 21.82758 13.09696 10.89986 0.3 -1.0 0.1
H 20.98488 14.14896 7.88940 -0.4 0.3 -0.1
H 20.79174 12.74708 8.83351 -0.5 -0.3 0.0
H 18.12928 15.40538 8.79166 -0.4 -0.2 0.4
H 22.08526 15.40966 11.82618 -0.1 0.0 -0.3
C 15.77980 19.26778 11.83796 1.6 0.7 -1.4
C 17.29701 19.20286 11.37508 -3.1 0.7 -1.1
C 17.46140 19.50128 9.85078 1.4 1.7 -0.2
F 17.23960 18.46910 9.06808 -0.8 -1.8 -0.3
F 16.69277 20.51782 9.34810 -0.2 -0.1 1.0
F 18.09570 19.98212 12.07892 0.4 1.8 0.6
F 17.78117 18.00870 11.58322 0.5 -2.7 0.0
O 15.77220 18.79978 13.15070 -2.2 0.2 1.8
C 14.67760 19.25637 13.99628 2.8 0.3 -0.8
C 13.36108 18.51940 13.72048 -0.2 -1.1 -0.6
F 12.39314 18.91580 14.51116 -0.8 0.8 1.9
F 12.87202 18.74564 12.49290 0.7 0.6 -1.4
F 15.10880 19.01049 15.25256 -0.6 0.0 -0.8
F 14.58218 20.61182 13.85240 -0.5 -1.0 0.2
H 15.19448 18.70546 11.11042 0.0 -0.6 0.2
H 15.41074 20.28662 11.72034 0.3 0.2 0.3
H 18.50090 19.77860 9.67576 0.2 0.3 0.3
H 13.43970 17.43442 13.78916 0.7 -0.1 0.4
C 10.87082 11.08608 14.03518 0.0 1.6 -0.8
C 9.71054 10.13818 14.33604 -0.8 1.2 -1.8
C 8.38571 10.93148 14.73446 0.5 0.2 1.3
F 7.99402 11.75546 13.74714 0.1 -0.3 -0.6
F 7.36176 10.10718 15.07178 0.3 -0.4 -0.7
F 9.38306 9.35892 13.24810 0.2 0.5 0.1
F 10.09486 9.31050 15.26294 0.1 -1.4 2.1
O 12.11594 10.48796 13.65058 1.3 0.9 1.5
C 13.20698 10.89684 14.54982 -2.4 -1.9 -2.5
C 14.46354 10.09408 14.10086 -2.5 -1.1 1.6
F 14.70512 10.17784 12.79910 0.5 0.5 -0.1
F 15.43590 10.50330 14.90198 1.8 1.0 -0.1
F 13.40604 12.20446 14.54636 0.0 0.5 -0.1
F 12.81366 10.53370 15.77608 0.7 0.1 0.4
H 11.03430 11.82440 14.82020 -0.2 -0.5 0.7
H 10.55910 11.78546 13.25944 -0.1 -0.4 -0.6
H 8.50884 11.55358 15.62098 0.6 0.1 0.1
H 14.28112 9.06904 14.42354 -0.2 -0.3 -0.6



72
Properties=species:S:1:pos:R:3:forces:R:3 method="wB97M-V/def2-TZVPD" total_charge=-1 s2=0.758 spin_multiplicity=2 lumo_energy_ev="2.276 / 2.232" homo_ha="0.0184 / -0.1616"
C 1.85011 -0.56969 -0.04935 0.4 0.1 -0.8
C 0.56992 0.07494 0.45208 -0.7 -0.2 -0.4
C 0.80912 1.42398 1.09603 1.2 0.3 0.4
C 1.12737 2.49927 0.16485 0.3 1.7 -1.5
N 1.35757 3.41188 -0.52045 -0.5 -1.5 1.2
H 2.68360 -0.49794 0.64941 0.0 0.2 0.2
H 2.15532 -0.09479 -0.98177 0.2 0.3 0.1
H 1.79784 -1.61851 -0.34152 -0.6 -0.1 0.2
H 0.05492 -0.59801 1.13766 -0.1 0.2 0.2
H -0.11214 0.30505 -0.36641 -0.1 -0.7 -0.3
H 1.73840 1.31798 1.65574 -0.1 0.2 0.7
H 0.02005 1.83687 1.72451 -0.1 -0.5 0.2
F 2.76768 -0.22484 -3.36846 -0.7 0.3 -0.4
C 1.44823 -0.09965 -3.77623 -2.0 0.6 -0.2
C 0.58347 0.89680 -3.23259 1.3 -0.5 0.3
C -0.81349 0.80873 -3.52500 -0.2 -0.6 -0.2
C -1.32128 -0.16218 -4.39006 0.4 1.2 0.5
C -0.45757 -1.03524 -5.02437 0.1 -0.1 -0.3
C 0.94372 -0.96526 -4.72092 1.1 -0.6 0.6
H 0.91935 1.62241 -2.50658 0.2 0.0 0.0
H -1.46287 1.50998 -3.02207 -0.2 0.1 -0.1
H -2.37533 -0.16100 -4.62536 -0.2 -0.2 0.1
H -0.86719 -1.77957 -5.69115 0.2 -0.1 -0.2
H 1.65597 -1.67573 -5.11376 0.0 -0.3 -0.2
F -2.29184 -2.07279 2.85411 -0.6 0.4 -0.2
C -3.25781 -1.11864 2.90160 -0.5 1.2 0.4
C -4.06637 -1.04838 4.05188 1.0 0.1 -0.6
C -4.99713 -0.02475 4.20851 0.3 -0.8 -1.0
C -5.26567 0.82071 3.11939 0.5 -0.6 0.5
C -4.47406 0.73276 1.96448 0.3 0.0 0.6
C -3.38292 -0.15202 1.88470 -0.7 -1.1 0.8
H -3.86936 -1.75787 4.84194 -0.1 -0.1 0.1
H -5.52516 -0.03462 5.15057 -0.3 0.4 -0.1
H -6.08644 1.51267 3.23740 0.1 0.2 -0.4
H -4.66662 1.39443 1.13290 0.0 0.1 0.0
H -2.71919 -0.20425 1.03433 0.0 0.1 -0.1
F 3.60956 -0.55438 3.22626 -0.8 0.1 0.4
C 2.44688 -0.39886 3.91683 -1.4 0.0 0.4
C 1.38298 -1.30921 3.76604 0.9 0.2 -0.1
C 0.19483 -1.15712 4.47535 0.1 0.5 0.0
C -0.03906 -0.02911 5.29344 1.0 -1.1 -0.9
C 0.99901 0.87820 5.40491 0.6 -0.2 -0.1
C 2.24504 0.69414 4.74108 -0.6 0.4 -0.1
H 1.53714 -2.08882 3.03472 -0.2 -0.3 0.1
H -0.57412 -1.90578 4.35441 0.0 0.0 -0.1
H -1.00346 0.08678 5.76556 0.1 0.2 0.2
H 0.84962 1.73264 6.04836 0.2 0.3 -0.1
H 2.97316 1.49176 4.73397 0.2 0.0 0.3
F -1.36401 -2.63056 -0.54022 -0.2 0.1 0.2
C -2.16274 -2.70575 -1.61898 -0.7 -0.3 -1.9
C -1.70827 -3.40637 -2.74806 -0.7 -0.3 0.5
C -2.53275 -3.48536 -3.87544 -0.2 1.0 1.0
C -3.72900 -2.79290 -3.85284 -1.3 0.5 -0.4
C -4.27017 -2.13593 -2.71647 1.6 -1.0 -1.1
C -3.45191 -2.10477 -1.62166 1.2 -0.1 1.4
H -0.80141 -3.99219 -2.77696 0.3 0.4 0.4
H -2.22317 -4.01676 -4.76323 0.1 0.1 0.0
H -4.28028 -2.68063 -4.77472 -0.2 -0.3 -0.2
H -5.23958 -1.65995 -2.72445 0.1 0.0 -0.1
H -3.76829 -1.58869 -0.72725 0.0 0.0 0.2
F 4.50632 5.08252 0.03842 -0.1 -0.6 -0.6
C 4.59135 3.87737 -0.60717 0.5 -1.4 1.5
C 5.20170 2.80271 0.11511 -0.2 2.2 -0.6
C 5.39382 1.61238 -0.51418 -0.2 -1.4 -0.9
C 4.89809 1.36352 -1.80255 -1.0 1.5 -0.1
C 4.16879 2.38327 -2.44533 1.1 -0.4 1.1
C 4.03518 3.65494 -1.83469 -0.1 -0.5 -1.1
H 5.57884 2.98461 1.11064 0.0 0.1 0.1
H 5.89467 0.78855 -0.02750 0.1 0.0 0.3
H 4.93895 0.40077 -2.29025 0.3 -0.1 0.2
H 3.76275 2.12420 -3.41198 -0.3 0.4 0.0
H 3.46934 4.41202 -2.35724 0.0 0.2 0.2